No. 1
Computed, not measured: a structure of composition C21H14F6N2O5PtS5, with ωB97M-V/def2-TZVPD.

Structure (XYZ):
```
54
Properties=species:S:1:pos:R:3:forces:R:3
Pt 0.89813 0.89242 -1.01804 0.0131 0.0170 -0.1460
S -0.38697 3.70406 -2.19634 0.0231 0.0193 0.0078
S 0.30258 4.05329 0.52517 0.0314 -0.0237 -0.0403
S -2.00914 -2.67888 -1.66864 -0.0121 -0.0128 0.0217
S 0.69984 -0.28812 2.11198 0.0236 -0.0034 -0.0030
S -3.00245 1.56482 -0.34000 -0.0087 0.0034 -0.0333
F 1.26021 5.22624 -3.56264 -0.0006 0.0071 -0.0007
F 2.73708 3.34502 -0.12844 0.0069 -0.0038 0.0178
F 2.12421 3.37170 -2.84631 -0.0101 -0.0024 -0.0214
F 2.49624 3.99070 1.92593 0.0105 -0.0035 -0.0049
F 2.53036 5.45351 0.32960 0.0028 -0.0018 -0.0011
F 0.74209 3.35152 -4.51415 0.0035 -0.0021 -0.0056
O -0.66515 -0.30113 -1.04706 -0.0302 0.0189 -0.0233
O -0.41465 2.23936 -2.01426 -0.0040 -0.0239 0.0173
O 0.09366 2.63820 0.73211 -0.0634 0.0297 0.0557
O -0.24922 4.97880 1.45194 0.0019 0.0038 -0.0003
O -1.52597 4.23417 -2.85830 -0.0082 -0.0038 -0.0010
N 2.32966 -0.10039 -0.75151 0.0529 -0.0023 0.0626
N 0.07180 4.51642 -0.96249 -0.0217 0.0190 0.0063
C -2.37843 0.85406 2.02714 0.0026 -0.0013 -0.0194
C 4.33838 -3.05569 -0.24486 0.0067 0.0307 -0.0016
C 1.02362 3.94023 -3.35752 -0.0041 -0.0045 0.0134
C -4.11552 -3.18304 -0.31924 0.0299 0.0000 -0.0186
C -3.25237 1.96531 2.16622 -0.0288 0.0111 -0.0099
C 0.70878 -2.80724 2.50659 0.0156 -0.0162 -0.0041
C -3.66842 2.44410 0.96260 0.0250 0.0097 0.0192
C -2.13510 0.53275 0.72399 0.0295 -0.0252 0.0055
C -2.33806 -1.70022 -0.29664 0.0381 0.0284 0.1238
C -0.31147 -2.55672 1.54928 0.0204 0.0118 -0.0345
C 2.12901 4.23770 0.67208 -0.0132 0.0023 0.0115
C 2.08577 -3.73982 -0.86245 0.0242 -0.0240 0.0029
C -0.42496 -1.23852 1.21116 -0.0287 -0.0087 0.0372
C 1.34499 -1.66749 2.88813 -0.0234 0.0145 0.0088
C -3.41448 -3.62004 -1.40098 -0.0361 0.0106 0.0024
C -1.35279 -0.63524 0.16391 -0.0227 -0.0007 -0.0089
C -3.49265 -2.07394 0.31690 -0.0324 -0.0094 -0.0271
C 2.63924 -1.40834 -0.68140 -0.0130 0.0097 -0.0027
C 3.39416 -4.05034 -0.50416 -0.0321 -0.0177 -0.0101
C 1.69291 -2.42183 -0.94369 -0.0017 0.0136 0.0014
C 3.97360 -1.73441 -0.35119 0.0034 -0.0430 0.0070
H -3.88011 -1.56366 1.18806 0.0001 -0.0280 -0.0052
H -1.94852 0.32115 2.86185 -0.0010 -0.0060 0.0058
H 3.69060 -5.08943 -0.43391 -0.0003 0.0002 0.0012
H 5.34962 -3.32567 0.02570 0.0002 0.0009 -0.0015
H -3.54348 2.39278 3.11427 0.0025 -0.0025 0.0003
H -4.30994 3.28885 0.76940 0.0054 0.0040 0.0084
H 1.37450 -4.52803 -1.06905 -0.0001 -0.0026 -0.0029
H 2.14359 -1.55948 3.60487 -0.0064 0.0016 0.0046
H 4.67078 -0.92767 -0.16963 -0.0033 0.0028 -0.0015
H -0.94091 -3.32523 1.12341 -0.0035 -0.0007 0.0003
H -3.67572 -4.41566 -2.07998 0.0109 0.0049 -0.0052
H 0.94797 -3.78653 2.89543 -0.0035 -0.0006 -0.0023
H 0.69101 -2.13345 -1.23088 0.0243 0.0038 -0.0016
H -5.04796 -3.62095 0.00606 0.0049 -0.0045 -0.0047
```
Forces are in eV/Å.

Computed properties:
- M: 843.75 g mol⁻¹
- E: -4003.642937 hartree
- Kohn-Sham gap: 0.208 Ha
- Net charge: 0



No. 2
Computed, not measured: a structure of composition C21H25CrN3O2 in a non-equilibrium geometry, with ωB97M-V/def2-TZVPD.

Structure (XYZ):
```
52
Properties=species:S:1:pos:R:3:forces:R:3
Cr 0.04316 0.06257 0.08767 -0.7157 0.5825 1.1797
O -1.74412 -0.07790 -0.49337 1.2690 -0.2807 0.0419
O -0.01571 0.06975 1.96596 0.1995 0.3382 -0.8228
N 2.21633 -0.03127 -0.17235 -0.3879 -0.0331 -0.2897
N 0.14062 -1.87782 0.04651 -0.1085 -1.1645 0.3659
N -0.02429 2.04334 -0.10690 -0.3293 0.6670 -0.2581
C -3.90157 2.40962 -2.98830 -0.0908 -0.0067 -0.0703
C -2.02783 2.08681 -1.48671 -0.3371 -0.4938 -0.0705
C -2.80208 2.90204 -2.33696 0.0949 0.0309 0.0713
C -3.55875 0.26047 -1.94551 0.2221 -0.1489 0.2249
C 0.50907 -2.39050 -1.26786 -0.0113 -0.0360 -0.2913
C 2.84867 -0.87049 0.86826 0.0102 -0.0546 0.2088
C 0.94600 2.90181 0.58458 0.1794 0.1698 0.2229
C 2.19740 2.15817 1.02907 -0.0690 -0.1070 -0.1801
C 1.11357 -1.24866 -2.08923 0.1108 -0.0857 0.2752
C -0.35042 -0.92072 2.76865 -0.1637 -0.7517 0.3010
C -0.91755 2.66696 -0.80553 0.3353 0.0321 0.1737
C -0.48472 -2.26969 2.33334 -0.0694 0.4227 0.5179
C -0.91233 -1.63090 5.01688 -0.0123 -0.1769 -0.0842
C -2.40940 0.73407 -1.28506 -0.3363 0.6756 -0.4448
C -0.56749 -0.63925 4.12887 0.0719 0.2043 -0.2754
C -0.20396 -2.67580 0.99454 0.0997 0.0109 -0.4074
C -4.27958 1.07671 -2.78265 0.0351 0.0813 -0.0017
C -1.05307 -2.95651 4.58956 -0.0350 0.0440 0.1942
C 2.80529 1.33174 -0.10291 0.0138 0.2516 0.1010
C 2.40467 -0.65488 -1.51658 -0.0423 -0.1271 -0.2293
C -0.83760 -3.25963 3.27179 0.0185 -0.0332 -0.2198
H 2.48570 -1.89139 0.80865 -0.0242 0.0049 -0.0408
H -0.46371 0.39017 4.44687 0.0025 -0.0162 0.0171
H 1.32916 -1.61231 -3.09338 -0.0643 0.0557 -0.0678
H -0.38179 -2.75718 -1.78480 0.0038 -0.0137 0.0476
H 2.92098 2.89587 1.37544 0.0097 -0.0150 0.0050
H 2.76873 0.09974 -2.21290 0.0207 0.0405 0.0555
H -1.07664 -1.38411 6.05749 -0.0029 0.0209 -0.0024
H 3.16960 -1.43260 -1.46240 0.0332 0.0261 0.0608
H -5.15270 0.68299 -3.28654 -0.0029 0.0043 0.0067
H -4.47761 3.04299 -3.64809 0.0034 0.0017 0.0147
H 0.35813 -0.45123 -2.21358 0.0414 -0.0366 -0.1165
H 1.21646 -3.22162 -1.18716 0.0019 0.0192 0.0195
H 3.93442 -0.87376 0.74177 -0.0070 0.0273 -0.0701
H -0.84031 3.75322 -0.88411 0.0599 0.0023 0.0119
H -3.84831 -0.76705 -1.76680 -0.0195 0.0119 -0.0274
H 0.46645 3.33484 1.46571 -0.0419 -0.0130 -0.0466
H -1.32535 -3.73102 5.29265 0.0011 0.0089 -0.0081
H 2.62447 1.84097 -1.05132 -0.0182 -0.0798 -0.0343
H -0.25962 -3.74775 0.79328 0.0537 -0.0083 -0.0360
H -0.93952 -4.28356 2.92955 0.0164 0.0115 -0.0057
H 1.95728 1.51575 1.87463 0.0473 0.0145 0.0759
H -2.51025 3.93719 -2.47323 0.0110 -0.0079 0.0123
H 3.88826 1.24893 0.02363 0.0039 -0.0843 -0.0551
H 2.61082 -0.48885 1.85912 -0.0183 0.0205 -0.0361
H 1.23474 3.72491 -0.07602 -0.0625 -0.0059 -0.0128
```
Forces are in eV/Å.

Computed properties:
- M: 403.45 g mol⁻¹
- E: -2174.268051 hartree
- Expectation value of S²: 1.107
- Kohn-Sham gap (spin up / spin down): 0.268 / 0.286 Ha
- Multiplicity: 2
- Net charge: +1



No. 3
Computed, not measured: a structure of composition C10H19CdCl3GeN5O3P, with ωB97M-V/def2-TZVPD.

Structure (XYZ):
```
43
Properties=species:S:1:pos:R:3:forces:R:3
Cd -0.15170 -0.24653 0.95255 0.0075 0.2302 0.0170
Ge -2.00979 -1.55759 2.70664 0.0530 0.0602 -0.0321
Cl -2.20545 -3.38359 1.65126 0.0264 -0.0265 0.0028
Cl -0.39513 -1.58266 4.10621 -0.0029 -0.0647 0.0078
Cl -3.78766 -0.85661 3.52183 -0.0682 0.0408 0.0174
P -2.05022 1.74469 -0.32405 -0.1096 0.4113 -0.1573
O -0.57032 1.75699 0.01610 0.0730 -0.0809 0.0483
O -2.86083 0.75781 0.44257 -0.1130 -0.1687 0.0622
O -0.45731 -1.42261 -0.95217 0.0989 0.0224 -0.0574
N 5.53089 -0.87648 -1.67747 -0.0020 0.0291 -0.1010
N -2.74508 -0.07691 -2.15991 -0.0504 0.0527 0.0143
N 2.00579 -0.22932 1.42146 -0.0461 -0.0185 -0.0563
N -2.07861 4.11059 1.10714 0.0555 0.0380 0.0322
N 0.70497 -3.34438 -0.69196 -0.0243 0.0335 0.0793
C -2.35105 1.36892 -2.11481 0.1081 -0.0091 0.1281
C 4.77110 -0.20088 1.72777 -0.0804 -0.0001 -0.0316
C 2.56179 -0.02396 2.62664 0.0432 0.0005 0.1225
C 0.31005 -2.55499 -2.93235 0.0117 0.0447 -0.0025
C 2.80981 -0.40902 0.36771 0.1702 0.0069 -0.0607
C 4.19381 -0.40958 0.47614 -0.2279 0.0500 0.0755
C 4.95769 -0.64122 -0.71232 0.1192 -0.0859 0.0201
C -2.61948 3.50194 -0.15090 0.0010 -0.1802 -0.1156
C 0.16267 -2.41517 -1.45149 -0.1098 -0.1341 -0.0415
C 3.93162 -0.00109 2.81260 -0.0426 0.0040 -0.0215
H 5.84672 -0.19441 1.84318 0.0159 -0.0051 -0.0111
H -3.70588 3.58190 -0.12725 0.0103 -0.0705 -0.0127
H 1.29017 -2.17123 -3.22637 0.0134 0.0048 -0.0115
H 1.17027 -4.14172 -1.10259 0.0068 -0.0012 0.0022
H -2.28059 5.11552 1.14311 0.0165 -0.0051 0.0259
H -2.23949 4.09846 -0.98168 -0.0022 -0.0369 -0.0168
H 4.33391 0.17005 3.80066 -0.0037 -0.0005 0.0161
H 1.88573 0.12336 3.45758 0.0162 -0.0128 0.0076
H -3.09425 -0.35239 -3.08034 -0.0094 -0.0185 0.0140
H 0.56618 -3.35452 0.30894 0.0150 -0.0110 -0.0233
H -3.16342 1.96099 -2.53718 -0.0169 0.0012 0.0727
H -1.93882 -0.66830 -1.89138 0.0622 -0.0907 -0.0528
H 0.24900 -3.59495 -3.24823 0.0045 0.0032 0.0006
H -3.46448 -0.24733 -1.44583 -0.0623 -0.0180 -0.0352
H -0.44565 -1.97199 -3.45197 0.0032 -0.0144 -0.0002
H -2.49100 3.68735 1.94342 0.0096 0.0105 0.0050
H 2.34503 -0.54827 -0.60105 0.0304 -0.0085 0.0065
H -1.46000 1.51232 -2.72420 0.0044 0.0153 0.0285
H -1.06100 3.98681 1.15200 -0.0044 0.0026 0.0343
```
Forces are in eV/Å.

Computed properties:
- M: 579.65 g mol⁻¹
- E: -4857.776441 hartree
- Expectation value of S²: 0.753
- Kohn-Sham gap (spin up / spin down): 0.322 / 0.236 Ha
- Multiplicity: 2
- Net charge: +3



No. 4
Computed, not measured: a structure of composition C4H4FN in a non-equilibrium geometry, with ωB97M-V/def2-TZVPD.

Structure (XYZ):
```
10
Properties=species:S:1:pos:R:3:forces:R:3
F -1.07603 -0.24023 -1.03815 1.4017 2.3917 -2.2258
N -1.22622 -0.19133 1.93290 4.8206 -0.1195 -1.4261
C 1.15141 -0.15277 0.72701 -0.6050 0.6949 2.6416
C -0.11737 -0.20314 1.48831 -3.8541 0.1673 0.6619
C 0.10413 0.55058 -1.61253 -1.4567 -1.7911 -0.4932
C 1.16801 0.00694 -0.57378 1.8554 3.3555 -4.8847
H 2.14062 0.22533 -1.15652 -0.8778 -0.7642 1.6805
H 0.26942 0.22502 -2.95307 -0.4525 0.7054 4.6317
H 2.05523 0.04785 1.37942 -0.9357 -1.0198 -1.1265
H -0.03454 1.79357 -1.63085 0.1042 -3.6201 0.5406
```
Forces are in eV/Å.

Computed properties:
- M: 85.08 g mol⁻¹
- E: -309.293207 hartree
- Kohn-Sham gap: 0.383 Ha
- Net charge: 0